# C33H65Cl22F3I2N4O4P

A structure of composition C33H65Cl22F3I2N4O4P (wB97M-V/def2-TZVPD, OMol25).

Geometry as XYZ:
```
134
Properties=species:S:1:pos:R:3:forces:R:3:lowdin_charge:R:1
C 5.39605 -5.00780 5.98621 -0.5575 0.2290 0.0984 -0.102
C 3.98275 -4.80660 5.44049 0.1743 0.2493 0.5270 -0.247
C 3.32118 -3.60433 6.12889 -0.1285 -0.0836 -0.4347 -0.196
N 2.49998 -2.80050 5.18755 -0.9040 -0.2494 0.4642 -0.016
N 1.15156 -2.63571 5.72333 0.7816 0.9397 -1.0445 0.088
C 0.20456 -2.25848 4.79199 1.0310 -0.6387 0.3544 -0.283
N 0.51333 -2.40371 3.46364 -1.1062 0.3095 0.4101 0.051
C 0.52201 -3.76913 2.94879 0.8919 -0.3998 -0.1778 -0.169
P 1.09110 -3.67843 1.20585 0.2111 1.4299 -1.2386 0.450
O 1.31443 -2.27750 0.82223 -0.1281 0.0113 0.4951 -0.251
O 0.02527 -4.38309 0.26021 0.4405 -0.4747 0.7966 -0.108
O 2.39352 -4.57050 1.04478 -0.5702 -0.5366 0.3131 -0.101
N -0.94977 -1.80978 5.23421 -0.3308 0.2133 -0.1538 -0.057
C -2.05865 -1.44764 4.31856 0.4651 -0.0159 0.1827 -0.029
C -1.92563 -0.02364 3.73720 0.0059 -0.1348 -0.1708 -0.269
O -2.81140 0.88773 4.29366 0.0663 0.0635 0.1764 -0.010
C -1.99619 -0.03305 2.18486 -0.2177 0.8899 -0.1339 -0.545
F -2.57035 -1.15210 1.69479 0.1632 0.0409 -0.1369 0.123
F -2.71766 1.00691 1.73197 0.3407 -0.4996 0.0871 0.160
F -0.75587 0.06782 1.66062 -0.3872 -0.3574 0.1078 0.144
C -1.16021 -1.65272 6.64317 -0.0188 0.3347 0.7656 -0.830
I -0.99524 0.33347 7.30994 0.0668 -0.2580 -0.1740 0.976
C -1.41186 -2.70967 7.42813 -0.0937 0.3052 -0.3821 -0.841
C -1.54078 -4.10006 6.87544 0.2063 0.2613 0.1432 -0.128
I -1.64624 -2.52780 9.47879 0.1218 -0.0490 -0.1869 0.964
H 5.89024 -5.86035 5.54007 0.1564 -0.1151 -0.0403 0.074
H 5.32962 -5.14516 7.06250 0.1741 -0.1883 0.1499 0.079
H 5.97126 -4.10114 5.82374 0.2794 0.0096 -0.1394 0.076
H 3.38280 -5.68454 5.66284 -0.0873 -0.2366 -0.3350 0.103
H 4.00743 -4.62760 4.36961 -0.0508 -0.0663 -0.1833 0.089
H 2.67294 -3.94837 6.92864 0.0015 0.0158 0.2102 0.115
H 4.08726 -2.96795 6.56520 0.0694 0.1296 0.0830 0.115
H 2.88374 -1.86562 5.13587 0.1067 0.0789 -0.2454 0.127
H 1.17266 -1.93642 6.46527 -0.4315 -0.4967 0.5562 0.136
H 0.04126 -1.74280 2.85772 0.0660 -0.0852 -0.1950 0.103
H -0.41052 -4.32144 3.07533 -0.2452 0.1324 -0.0613 0.108
H 1.28753 -4.32715 3.48596 0.0443 -0.0750 0.1282 0.091
H -0.82892 -4.39055 0.70916 -0.5224 -0.3037 -0.2698 0.020
H 3.09234 -4.22665 1.61257 0.3331 0.0481 -0.1146 0.095
H -2.08334 -2.20745 3.54700 -0.1843 -0.1057 -0.0782 0.128
H -2.96139 -1.48715 4.91701 -0.2157 -0.1220 0.0176 0.112
H -0.93267 0.34426 3.98274 0.1377 0.1740 -0.0256 0.146
H -3.72062 0.68178 4.05444 -0.2514 -0.0844 -0.0745 0.063
H -0.55953 -4.57007 6.89024 0.0996 -0.1886 0.0708 0.081
H -2.21704 -4.68094 7.48796 -0.1263 -0.1548 -0.0139 0.068
H -1.89073 -4.08267 5.84870 -0.1419 -0.0504 -0.1549 0.076
Cl -4.82315 -1.91963 7.16157 0.3320 -0.1295 0.1913 0.523
C -6.18155 -1.23853 8.09690 -0.1436 0.0791 0.0742 -0.670
C -5.73195 -0.46544 9.30466 0.0727 0.2143 0.0973 -0.642
Cl -5.03348 -1.48273 10.59348 -0.0925 -0.0529 -0.0795 0.513
H -6.83993 -2.05654 8.36653 0.0433 -0.0929 0.0090 0.049
H -6.71272 -0.57233 7.41988 0.0077 0.0068 -0.0232 0.044
H -6.59332 0.03421 9.74366 -0.0324 -0.0050 -0.0213 0.079
H -4.99085 0.28607 9.04322 0.0342 -0.0222 -0.0059 0.069
Cl -3.60407 3.42697 -3.46169 0.0025 -0.0091 -0.0599 0.584
C -3.69693 1.98195 -2.42832 -0.0274 0.0160 0.0694 -0.654
C -2.56158 1.02618 -2.69498 0.0688 0.0601 0.0760 -0.662
Cl -2.67961 0.26142 -4.30232 0.0154 -0.0750 0.0144 0.567
H -4.66386 1.51390 -2.59333 0.0007 -0.0188 -0.0774 0.070
H -3.64801 2.32369 -1.39592 0.0612 0.0056 0.0192 0.071
H -2.58147 0.22237 -1.96284 -0.0411 -0.0579 0.0659 0.057
H -1.59762 1.52603 -2.63638 0.0122 0.0268 -0.0523 0.050
Cl -5.42713 -3.72203 -2.33271 -0.0123 0.0237 0.0311 0.567
C -3.84663 -3.04749 -1.87347 -0.0386 0.0326 -0.0632 -0.673
C -2.90866 -4.10693 -1.35834 0.0080 0.0755 -0.0824 -0.626
Cl -3.46528 -4.77305 0.21917 0.2836 0.0933 0.0061 0.545
H -4.01776 -2.27357 -1.12896 -0.0164 -0.0143 0.0472 0.059
H -3.41901 -2.58777 -2.76323 0.0314 -0.0244 -0.0410 0.062
H -1.92192 -3.67660 -1.20478 0.0180 0.0205 0.0400 0.055
H -2.82008 -4.93907 -2.05026 -0.0812 -0.0566 0.0346 0.080
Cl 1.55169 1.22451 -2.20982 -0.0596 0.0704 0.0060 0.561
C 1.32304 -0.54718 -2.20092 -0.1199 -0.0776 0.1469 -0.656
C 2.40515 -1.26997 -2.95259 -0.0323 -0.0340 -0.0705 -0.666
Cl 2.31647 -0.94389 -4.70435 0.0323 0.0039 -0.0235 0.546
H 0.34908 -0.75240 -2.63970 -0.0147 0.0494 -0.0809 0.056
H 1.31199 -0.86453 -1.15998 0.0919 -0.0047 0.0240 0.040
H 2.26890 -2.34050 -2.82122 0.0105 0.0628 0.0324 -0.016
H 3.39938 -0.99427 -2.61190 -0.0111 0.0638 0.0056 0.075
Cl 1.73028 4.87146 -6.72787 0.0173 0.0088 -0.0270 0.550
C 2.05811 3.88846 -5.27492 0.0252 -0.1164 0.0169 -0.652
C 1.70641 4.62124 -4.00795 -0.1359 0.0105 0.0845 -0.673
Cl 2.79323 5.99902 -3.70364 0.0395 0.0545 -0.0064 0.544
H 3.10813 3.60829 -5.28920 0.0322 0.0577 -0.0332 0.070
H 1.45593 2.98555 -5.35929 -0.0443 0.0135 0.0250 0.066
H 1.79992 3.94771 -3.15915 0.0709 -0.0415 -0.0047 0.029
H 0.68931 5.00562 -4.03073 -0.0004 0.0224 -0.0749 0.036
Cl 2.55947 -4.84975 -2.97486 -0.0364 -0.1049 -0.0030 0.593
C 2.89335 -6.27620 -1.95467 -0.0358 -0.0679 0.0773 -0.649
C 4.25977 -6.85140 -2.22040 0.0596 -0.0535 0.0027 -0.668
Cl 4.37522 -7.58695 -3.83621 0.0068 0.0164 -0.0062 0.556
H 2.11183 -7.00757 -2.14229 0.0008 0.0031 -0.0920 0.072
H 2.82621 -5.95052 -0.92048 0.0331 0.0436 0.0249 0.039
H 4.46939 -7.63663 -1.49597 -0.0365 -0.0169 0.0090 0.073
H 5.03169 -6.09016 -2.14354 -0.0043 0.0311 -0.0456 0.069
Cl 6.32171 5.69853 -6.39938 -0.0302 -0.0206 0.0317 0.528
C 5.11280 6.57726 -7.37720 -0.0708 -0.0298 -0.0031 -0.673
C 5.76286 7.37806 -8.47320 -0.0436 -0.0237 -0.0786 -0.657
Cl 6.71560 8.73869 -7.82346 0.0717 0.0536 -0.0042 0.541
H 4.53707 7.20793 -6.70544 0.0365 0.0111 0.0461 0.064
H 4.44529 5.83492 -7.80948 0.0276 -0.0379 -0.0069 0.047
H 4.99973 7.80371 -9.12172 -0.0329 0.0345 0.0435 0.074
H 6.42626 6.76297 -9.07476 0.0607 0.0010 0.0380 0.068
Cl -3.13580 2.13076 -9.07808 -0.0120 0.0026 -0.0144 0.543
C -3.22436 0.67420 -8.05653 -0.0577 0.0324 0.0761 -0.679
C -2.08557 -0.27580 -8.31887 0.0423 -0.0574 0.0673 -0.676
Cl -2.19179 -1.03043 -9.92927 0.0101 0.0059 -0.0084 0.543
H -4.18599 0.20011 -8.23402 -0.0003 -0.0091 -0.0744 0.069
H -3.18684 1.00958 -7.02199 0.0426 0.0306 0.0082 0.023
H -2.11003 -1.08296 -7.58818 -0.0296 -0.0081 0.0051 0.065
H -1.12578 0.22877 -8.24843 0.0057 0.0322 -0.0523 0.068
Cl -1.44202 7.19148 -3.90202 0.0814 0.0179 0.0226 0.552
C -3.20103 7.25283 -3.62934 -0.0805 -0.1240 -0.1154 -0.675
C -3.62135 8.44703 -2.81502 -0.0433 0.0442 -0.0108 -0.661
Cl -3.05581 8.34043 -1.12697 0.0130 0.0076 0.0094 0.533
H -3.48700 6.32118 -3.14948 -0.0002 0.0095 0.0733 0.021
H -3.67062 7.29632 -4.61053 0.0004 0.0517 -0.0107 0.076
H -4.70780 8.50124 -2.78337 -0.0118 -0.0389 0.0050 0.073
H -3.23850 9.37144 -3.23813 0.0698 0.0038 0.0285 0.069
Cl -6.26135 -0.36150 4.52151 -0.0400 0.0503 -0.0593 0.569
C -7.36376 -1.50493 3.69067 -0.0180 -0.0506 -0.2379 -0.621
C -8.48060 -1.98658 4.57600 -0.0866 0.0209 0.0907 -0.630
Cl -7.90198 -3.05213 5.88544 -0.0644 -0.0015 -0.1294 0.586
H -6.76408 -2.33388 3.32795 0.0723 -0.0241 0.0442 0.070
H -7.77786 -0.97243 2.83741 -0.0245 0.0432 0.0179 0.078
H -9.18193 -2.56954 3.98275 0.0265 -0.0104 -0.0447 0.079
H -9.01704 -1.15799 5.03041 0.0270 0.0150 0.0406 0.075
Cl 11.07933 7.12240 -4.33574 0.0061 0.0086 0.0204 0.530
C 9.92886 8.07588 -5.31145 -0.1329 -0.0697 -0.0316 -0.672
C 10.61752 8.87403 -6.38557 -0.0412 0.0233 -0.0864 -0.669
Cl 11.61309 10.19269 -5.71399 0.0230 -0.0045 -0.0013 0.534
H 9.37129 8.71822 -4.63576 0.0458 0.0250 0.0412 0.069
H 9.23767 7.37026 -5.76971 0.0048 -0.0016 -0.0301 0.051
H 9.86999 9.33440 -7.02879 -0.0336 0.0063 0.0244 0.054
H 11.26223 8.24608 -6.99412 0.0565 -0.0057 0.0365 0.069
```
Forces are in eV/Å.

Molecular weight ... 1703.65 g mol⁻¹
Lowest unoccupied orbital energy ... -0.12816 hartree
Total charge ... +1
E_HOMO ... -11.17 eV
HOMO-LUMO gap ... 7.686 eV